One molecule with the formula C3H8N2O2, computed with the ωB97M-V functional and the def2-TZVPD basis.

Calculated values
LUMO energy   0.6 eV
Calculated total energy   -378.9623 hartree
Highest occupied orbital energy   -9.648 eV
SMILES   [H]/N=C(/NO)[C@@H](C)O
Energy relative to the best compared isomer or geometry (same formula, charge and spin)   112.1 kcal per mole
Multiplicity   1
Total charge   0

Geometry as XYZ:
```
15
C3H8N2O2 (the ωB97M-V functional and the def2-TZVPD basis)
H 0.873 2.275 -0.866
N 0.043 2.073 -0.428
C -0.118 0.805 -0.048
N -1.117 0.290 0.754
O -1.833 -0.669 -0.032
C 0.880 -0.253 -0.431
C 1.774 -0.342 0.786
O 0.276 -1.513 -0.577
H -1.785 1.106 0.844
H -1.543 -1.426 0.520
H 1.439 0.173 -1.254
H 2.322 -1.343 0.746
H 1.344 -0.168 1.830
H 2.535 0.404 0.313
H -0.427 -1.363 -1.394
```

---

One molecule with the formula C3H8N2OS, computed with the ωB97M-V functional and the def2-TZVPD basis.

Calculated values
LUMO energy   0.5 eV
Calculated total energy   -701.9870 hartree
Highest occupied orbital energy   -8.499 eV
SMILES   COCC(=S)NN
Energy relative to the best compared isomer or geometry (same formula, charge and spin)   56.8 kcal per mole
Multiplicity   1
Total charge   0

Geometry as XYZ:
```
15
C3H8N2OS (the ωB97M-V functional and the def2-TZVPD basis)
C 1.123 -1.490 -0.711
O 1.172 -0.443 0.300
C -0.054 -0.373 1.022
C -1.264 0.135 0.159
S -2.678 -0.728 -0.071
N -1.075 1.393 -0.308
N 0.132 2.128 -0.213
H 0.980 -2.472 -0.180
H 0.329 -1.312 -1.447
H 2.077 -1.481 -1.228
H -0.268 -1.392 1.386
H 0.091 0.249 1.890
H -1.713 1.786 -1.005
H 0.946 1.499 -0.275
H 0.201 2.503 0.682
```

---

Question: Among the records above, which one has the highest LUMO energy?
Answer: C3H8N2O2

---

Question: Which of these has the highest highest occupied orbital energy?
Answer: C3H8N2OS